C5H11N3 | ωB97M-V with the def2-TZVPD basis set

Cartesian coordinates (Å):
C -1.9738 0.7184 -0.8290
C 0.1476 -1.4070 -1.4431
N -0.6663 0.7110 -0.1989
C 0.4350 -0.3937 -0.3604
C -0.1745 -0.6217 1.0139
N 2.0055 1.0849 0.4767
C 0.2045 -0.3216 2.2611
N 1.7433 -0.0062 -0.3359
H -0.1948 1.6071 -0.1548
H 3.0091 1.1180 0.6179
H 1.5503 1.0006 1.4174
H -1.9015 0.8377 -1.9140
H -2.4963 -0.2151 -0.6201
H -2.5617 1.5397 -0.4156
H -0.8184 -1.8908 -1.3090
H 0.9225 -2.1706 -1.4157
H 0.1751 -0.9192 -2.4181
H -0.4596 0.1842 2.9494
H 1.0539 -0.8555 2.6782

Cartesian forces, eV/Å:
0.2 -0.2 -0.3
0.0 0.1 0.0
1.1 -0.6 0.6
-1.3 -0.3 0.3
-0.1 0.5 -0.9
-0.1 -0.1 0.1
0.1 0.0 0.3
0.2 0.5 -0.1
-0.1 0.1 0.2
-0.1 0.0 0.0
0.0 0.0 -0.2
0.0 0.0 0.0
0.1 0.0 0.1
0.1 -0.1 0.0
0.0 0.1 0.1
0.0 0.0 0.0
0.0 0.0 0.0
0.1 0.1 0.0
0.0 0.0 0.0

Properties
* highest occupied orbital energy (alpha / beta): -7.342 / -6.230 eV
* energy above the lowest of the compared OMol25 structures with the same formula, charge and spin: 605.52 kJ/mol
* E: -361.15876 Ha
* gap between HOMO and LUMO (alpha / beta): 7.90 / 6.48 eV

B2F8K | ωB97M-V with the def2-TZVPD basis set

Cartesian coordinates (Å):
K -10.1071 -0.0203 24.5773
B -15.4367 -1.7854 26.1132
F -16.8129 -2.1050 25.8415
F -15.2965 -0.9419 27.1835
F -14.8149 -3.0146 26.3534
F -14.8039 -1.2026 25.0762
B -7.4519 0.7047 19.9837
F -7.2844 -0.5166 20.6466
F -7.9309 1.6543 20.8671
F -6.1587 1.1555 19.6250
F -8.2396 0.4723 18.8900

Cartesian forces, eV/Å:
-0.1 -0.1 -0.3
-1.3 -1.7 0.5
0.5 0.7 0.0
-0.2 0.7 1.4
0.6 -0.7 0.4
0.8 1.1 -2.4
1.8 -0.3 0.0
-0.2 -0.8 0.8
-1.2 0.6 0.8
0.1 0.0 -0.5
-0.8 0.4 -0.8

Properties
* highest occupied orbital energy: -8.111 eV
* energy above the lowest of the compared OMol25 structures with the same formula, charge and spin: 227.98 kJ/mol
* total charge: -1
* E: -1449.12461 Ha
* gap between HOMO and LUMO: 8.25 eV

C41H50BrF18NO14 | ωB97M-V with the def2-TZVPD basis set

Cartesian coordinates (Å):
C 8.4632 -0.1014 1.0031
C 7.1935 -0.8432 1.6989
Br 5.9574 0.6671 2.2306
C 6.4827 -1.9163 0.7216
C 4.8911 -1.8267 0.9868
C 4.0944 -1.2232 -0.0320
C 2.5393 -1.1041 0.2757
O 1.7593 -0.9347 -0.6919
C 2.0792 -1.1597 1.8118
C 0.6522 -0.4575 2.1139
C 0.9780 1.1459 2.1680
C -0.0916 2.0203 1.3337
C 0.6659 3.0166 0.2988
N 0.6182 2.5660 -1.1177
C -0.0547 1.4726 -1.7715
C 0.2902 1.5965 -3.2684
C 1.2055 2.8468 -3.4341
C 1.3919 3.4011 -2.0078
C 2.8617 -1.7914 2.8380
C 4.2587 -2.3971 2.3400
O 4.8603 -3.2799 3.0037
H 9.1384 -0.8184 0.4317
H 8.9787 0.4807 1.8349
H 7.9899 0.6583 0.2719
H 7.4675 -1.3794 2.6658
H 6.7126 -1.7306 -0.3942
H 6.8350 -2.9983 0.9230
H 4.6033 -0.8492 -0.9845
H -0.1221 -0.7079 1.3163
H 0.3450 -0.7446 3.1763
H 2.0115 1.3035 1.6778
H 0.9770 1.4979 3.2543
H -0.6763 2.6923 2.0706
H -0.8699 1.3610 0.8275
H 0.0780 4.0121 0.3594
H 1.7157 3.2589 0.6818
H -0.6843 0.7140 -1.2212
H -0.0869 0.8676 -4.0510
H 1.6583 3.2165 -4.4149
H 2.0160 4.3005 -1.6948
H 2.5165 -1.8586 3.9423
C 7.7257 -3.6258 5.3458
C 8.6905 -2.7437 6.1128
O 9.9833 -3.3631 6.1999
C 10.7846 -3.2082 5.1267
O 10.4788 -2.5989 4.1344
C 12.1373 -3.8725 5.3712
F 12.0184 -5.0970 5.9249
F 12.9075 -3.1467 6.2093
F 12.8477 -4.0342 4.2409
H 7.6826 -4.6241 5.7886
H 6.7228 -3.1940 5.3475
H 8.0462 -3.7512 4.3088
H 8.3344 -2.6142 7.1372
H 8.7648 -1.7468 5.6699
C -6.0677 -0.6370 -3.6022
C -6.2287 -0.6661 -2.0954
O -5.0635 -0.1237 -1.4543
C -5.0113 1.2203 -1.3655
O -5.8634 1.9617 -1.7821
C -3.7486 1.6563 -0.6276
F -2.6527 0.9854 -1.0419
F -3.8444 1.4472 0.7038
F -3.4763 2.9625 -0.7884
H -5.1479 -1.1473 -3.9000
H -6.9158 -1.1215 -4.0906
H -5.9961 0.3882 -3.9706
H -6.3231 -1.6991 -1.7579
H -7.1321 -0.1396 -1.7757
C -9.7604 5.6537 -4.9504
C -8.5814 4.9161 -4.3471
O -8.4178 3.6308 -4.9663
C -7.7509 3.6199 -6.1377
O -7.3027 4.6010 -6.6726
C -7.6094 2.1913 -6.6564
F -8.7552 1.4866 -6.5532
F -6.6734 1.5011 -5.9711
F -7.2510 2.1401 -7.9515
H -10.6651 5.0430 -4.8938
H -9.9354 6.5955 -4.4265
H -9.5891 5.8723 -6.0071
H -8.7668 4.7322 -3.2867
H -7.6611 5.5021 -4.4157
C -0.4394 -1.4766 8.9376
C 1.0056 -1.0460 9.0934
O 1.5909 -0.7643 7.8123
C 1.3412 0.4602 7.3052
O 0.6744 1.2981 7.8532
C 2.0591 0.6399 5.9700
F 1.9334 -0.4423 5.1641
F 3.3821 0.8405 6.1325
F 1.6003 1.6909 5.2707
H -0.5163 -2.3204 8.2470
H -0.8612 -1.7682 9.9015
H -1.0482 -0.6694 8.5235
H 1.5863 -1.8607 9.5315
H 1.1006 -0.1871 9.7630
C -2.3127 -5.5265 0.9870
C -3.8017 -5.7816 1.1135
O -4.5362 -4.9586 0.1939
C -4.6236 -5.4189 -1.0709
O -4.1325 -6.4482 -1.4531
C -5.4663 -4.4743 -1.9241
F -5.1536 -3.1748 -1.7221
F -6.7845 -4.5939 -1.6570
F -5.3254 -4.6959 -3.2421
H -2.0936 -4.4627 1.1095
H -1.7591 -6.0912 1.7398
H -1.9464 -5.8155 -0.0009
H -4.1371 -5.5082 2.1164
H -4.0435 -6.8381 0.9703
C -3.7797 3.3107 -7.2904
C -2.8137 4.1985 -6.5307
O -1.5215 3.5787 -6.4374
C -0.7179 3.7224 -7.5102
O -1.0201 4.3224 -8.5090
C 0.6334 3.0583 -7.2558
F 0.5137 1.8391 -6.6911
F 1.4045 3.7908 -6.4215
F 1.3489 2.8821 -8.3806
H -3.8237 2.3163 -6.8384
H -4.7823 3.7440 -7.2922
H -3.4592 3.1761 -8.3262
H -3.1698 4.3370 -5.5074
H -2.7383 5.1913 -6.9823

Cartesian forces, eV/Å:
-1.6 0.2 0.4
1.3 -0.7 -0.8
0.7 -0.8 0.0
-1.3 -0.1 0.5
-0.9 0.8 -2.6
0.7 -1.6 3.4
0.3 0.5 -2.0
1.8 -0.5 3.6
0.1 -1.1 1.7
1.9 0.5 0.5
-0.6 -0.3 -0.9
0.6 0.7 0.5
-2.2 0.3 1.3
1.5 0.6 -1.7
2.3 2.1 -3.3
0.7 2.0 3.7
-1.4 -1.4 4.0
-1.6 -2.9 -3.9
-0.5 1.0 -3.3
0.5 -0.8 1.3
-1.7 2.8 -2.1
-0.8 0.9 1.0
-0.3 -0.8 -1.3
1.0 -1.2 1.0
-0.4 1.0 -1.2
-0.6 0.1 1.8
-0.4 1.9 0.1
-1.3 -0.6 1.4
1.1 0.3 1.1
0.1 0.0 -1.7
-1.5 -0.1 1.0
0.3 -0.6 -1.8
0.9 -1.1 -1.2
1.2 0.9 0.5
1.0 -1.5 -0.3
-1.3 -0.7 -0.9
1.4 1.3 -0.9
0.7 1.3 1.2
-0.8 -0.6 2.0
-1.2 -1.6 -0.2
0.9 -0.2 -2.5
0.1 -0.2 -0.2
-0.8 0.2 0.0
1.1 0.0 -0.4
-1.8 0.8 0.1
0.7 -0.6 0.5
1.7 -1.0 0.2
-0.4 0.5 -0.2
-0.6 0.1 -0.2
-0.7 0.3 0.3
-0.1 0.1 0.1
0.1 0.0 0.0
-0.1 0.1 0.1
0.3 -0.1 0.0
0.2 -0.2 -0.1
0.2 0.3 -0.1
-0.9 -0.4 -0.4
0.5 1.0 0.5
-1.5 -1.0 -0.8
0.9 0.0 0.5
1.6 0.7 0.7
-1.2 0.0 0.0
-0.4 -0.1 -0.4
-0.5 -0.6 -0.2
-0.1 -0.1 0.1
0.0 0.0 0.1
-0.1 -0.1 0.1
0.1 0.7 0.1
0.3 0.2 0.0
-0.1 -0.1 -0.4
-0.2 0.7 0.4
0.6 -0.6 -0.8
-0.3 1.6 1.1
-0.1 -1.0 -0.1
0.0 -1.8 -0.9
0.2 0.6 0.2
-0.2 0.6 0.0
-0.1 0.6 0.6
0.1 0.1 0.1
0.0 -0.1 0.0
0.1 0.1 0.1
0.1 -0.3 -0.2
0.0 -0.2 -0.2
-0.2 0.1 -0.3
-0.4 -0.3 0.7
0.3 0.8 -0.8
-0.7 -0.6 1.8
0.6 -0.2 -0.9
1.0 0.4 -1.6
-0.3 0.5 0.9
-0.6 -0.2 0.4
-0.1 -0.3 0.9
0.1 0.0 0.2
0.1 0.0 -0.1
0.1 0.0 0.1
0.1 0.1 -0.3
0.0 0.1 -0.3
0.1 0.1 -0.3
0.5 -0.3 0.6
-0.6 0.1 -1.0
0.9 -1.0 1.4
-0.6 0.9 -0.3
-0.9 1.0 -1.3
0.5 -1.1 0.3
0.5 -0.2 0.3
0.3 -0.3 0.7
-0.1 -0.1 0.1
-0.1 0.0 0.0
0.0 -0.1 0.1
-0.2 0.2 -0.3
0.0 0.2 -0.2
0.1 -0.2 -0.2
-0.8 0.2 0.0
1.1 -0.1 -0.5
-1.8 0.8 0.2
0.8 -0.6 0.5
1.7 -1.1 0.2
-0.4 0.5 -0.2
-0.6 0.2 -0.5
-0.7 0.4 0.2
0.0 0.1 0.1
0.1 0.0 0.0
-0.1 0.1 0.1
0.4 -0.2 0.0
0.2 -0.2 -0.1

Properties
* highest occupied orbital energy: -7.361 eV
* SMILES: C[C@@H](Br)CC1=CC(=O)C(CCCCn2cccc2)=CC1=O.CCOC(=O)C(F)(F)F.CCOC(=O)C(F)(F)F.CCOC(=O)C(F)(F)F.CCOC(=O)C(F)(F)F.CCOC(=O)C(F)(F)F.CCOC(=O)C(F)(F)F
* E: -7071.86077 Ha
* gap between HOMO and LUMO: 6.30 eV

Question: Which of these has the highest E?
Answer: C5H11N3

Question: Which value of E does entry 3 give?
Answer: -7071.86077 Ha

Question: What is the E in the second record?
Answer: -1449.12461 Ha

Question: E of number 1 (C5H11N3)?
Answer: -361.15876 Ha